(1)
19
Properties=species:S:1:pos:R:3 method="wB97M-V/def2-TZVPD" gap_ev=10.19 lumo_ev=0.494 e_above_lowest_kcal_mol=131.03 total_charge=0 homo_energy_ev=-9.7 energy_ha=-551.4810 spin_multiplicity=1
O -3.889 -4.135 -2.070
N -2.971 -3.110 -2.060
C -1.847 -3.465 -2.520
C -1.174 -4.756 -2.922
C 0.193 -4.022 -2.759
O 1.179 -4.182 -3.726
C -0.576 -2.694 -2.687
C -0.389 -1.348 -3.224
O -0.098 -1.557 -1.870
H -4.717 -3.727 -1.797
H -1.354 -5.624 -2.275
H -1.386 -5.028 -3.967
H 0.651 -4.252 -1.789
H 0.823 -3.975 -4.596
H 0.371 -1.642 -4.037
H -1.262 -0.725 -3.441
O -1.748 -0.455 0.140
H -1.246 -0.836 -0.599
H -1.261 0.334 0.393


(2)
64
Properties=species:S:1:pos:R:3 method="wB97M-V/def2-TZVPD" gap_ev=5.83 lumo_ev=-6.603 e_above_lowest_kcal_mol=0.00 total_charge=+2 homo_energy_ev=-12.4 energy_ha=-3287.0286 spin_multiplicity=1
Al -1.865 -0.917 -0.503
N -2.551 -2.825 0.348
N -3.940 -3.000 0.391
C -4.766 -2.020 -0.021
N -6.066 -2.249 0.026
S -4.173 -0.528 -0.583
H -2.144 -3.502 -0.299
H -2.154 -3.008 1.268
H -4.299 -3.902 0.678
H -6.463 -3.121 0.341
H -6.703 -1.534 -0.292
O -0.105 5.804 -0.960
N -0.614 5.525 0.103
O -0.896 6.295 0.984
C -0.874 4.091 0.361
C -0.820 3.693 1.646
C -1.012 2.317 1.992
C -0.906 1.821 3.303
C -1.075 0.477 3.526
C -1.377 -0.357 2.449
N -1.509 0.088 1.208
C -1.296 1.407 0.977
C -1.335 1.844 -0.389
N -1.551 0.873 -1.310
C -1.603 1.198 -2.595
C -1.443 2.515 -3.021
C -1.204 3.507 -2.101
C -1.130 3.182 -0.729
H -0.624 4.423 2.421
H -0.679 2.496 4.117
H -0.974 0.053 4.514
H -1.505 -1.419 2.610
H -1.776 0.388 -3.292
H -1.498 2.744 -4.075
H -1.060 4.527 -2.425
Cl 2.454 2.351 -1.536
C 2.580 1.735 0.095
C 2.714 2.637 1.132
C 2.775 2.167 2.437
C 2.638 0.811 2.680
C 2.467 -0.076 1.628
Cl 2.145 -1.739 2.002
C 2.508 0.347 0.295
N 2.380 -0.499 -0.785
C 2.913 -1.786 -0.966
C 4.131 -2.146 -0.398
C 4.701 -3.375 -0.669
C 4.072 -4.258 -1.540
C 2.862 -3.898 -2.106
C 2.251 -2.683 -1.805
C 0.936 -2.361 -2.472
C -0.215 -1.964 -1.617
O -1.404 -1.843 -2.100
O -0.131 -1.642 -0.389
H 2.797 3.692 0.914
H 2.922 2.856 3.256
H 2.644 0.428 3.691
H 2.025 -0.048 -1.614
H 4.644 -1.432 0.235
H 5.654 -3.631 -0.227
H 4.516 -5.215 -1.771
H 2.363 -4.590 -2.774
H 0.590 -3.196 -3.083
H 1.060 -1.530 -3.183


(3)
16
Properties=species:S:1:pos:R:3 method="wB97M-V/def2-TZVPD" gap_ev=9.67 lumo_ev=0.482 e_above_lowest_kcal_mol=61.54 total_charge=0 homo_energy_ev=-9.2 energy_ha=-258.7213 spin_multiplicity=1
B -0.274 0.125 0.969
C -1.571 -0.671 0.504
C 0.803 -0.810 1.410
C 1.131 1.088 -0.815
C -0.402 -0.832 -0.441
C -0.115 1.361 -0.022
C -0.108 0.378 -1.158
H -1.829 -1.600 1.020
H -2.399 -0.168 0.174
H 0.702 -1.729 2.078
H 1.901 -0.653 1.318
H 1.253 1.818 -1.650
H 2.033 0.704 -0.359
H -0.129 -1.825 -0.676
H -0.631 2.265 -0.178
H -0.362 0.551 -2.176


(4)
113
Properties=species:S:1:pos:R:3 method="wB97M-V/def2-TZVPD" gap_ev=6.27 lumo_ev=-3.571 total_charge=+1 homo_energy_ev=-9.8 energy_ha=-4178.7585 spin_multiplicity=1
C -0.483 2.468 5.352
C -1.499 2.041 4.157
O -2.723 2.139 4.409
O -0.968 1.603 2.880
C -1.456 0.209 2.763
C -0.755 -0.563 1.540
C -1.338 -0.333 0.123
C -2.615 0.601 -0.070
C -4.017 -0.105 0.288
C -5.306 0.836 -0.077
Cl -6.345 -0.091 -1.277
C -0.608 -1.110 -1.051
P -1.386 -0.842 -2.777
C -3.228 -1.275 -2.796
C -1.042 0.924 -3.348
C 0.628 -2.051 -0.797
C 1.283 -2.798 -2.040
Cl 1.891 -1.536 -3.281
C 0.352 -3.880 -2.794
C 0.191 -3.604 -4.395
Cl -1.283 -4.190 -2.036
N 1.135 -2.180 0.581
C 2.341 -3.000 0.922
C 2.026 -4.437 1.570
C 0.951 -5.327 0.805
C -0.537 -5.287 1.327
C -1.669 -6.166 0.683
C -1.392 -7.156 -0.513
C 0.088 -7.154 -1.038
C 1.219 -6.275 -0.391
C 0.496 -1.511 1.717
C 0.964 -1.649 3.240
C 1.655 -0.261 3.764
C 2.627 0.418 2.679
N 1.837 1.419 1.883
H 0.285 3.163 4.872
H -0.045 1.486 5.746
H -1.081 2.946 6.202
H -1.272 -0.272 3.783
H -2.595 0.301 2.645
H -2.706 1.036 -1.139
H -2.531 1.518 0.630
H -4.186 -1.107 -0.249
H -4.140 -0.343 1.413
H -4.940 1.849 -0.464
H -5.939 0.972 0.880
H -3.520 -1.417 -3.901
H -3.803 -0.338 -2.446
H -3.422 -2.193 -2.149
H -1.979 1.552 -3.579
H -0.402 0.872 -4.310
H -0.404 1.540 -2.604
H 2.258 -3.368 -1.791
H 0.893 -4.904 -2.764
H -0.410 -2.667 -4.628
H 1.187 -3.687 -4.954
H -0.448 -4.495 -4.772
H 3.067 -3.169 0.061
H 2.978 -2.439 1.712
H 1.726 -4.415 2.672
H 3.023 -5.029 1.530
H -0.864 -4.633 2.218
H -2.736 -6.124 1.094
H -2.219 -7.801 -0.954
H 0.336 -7.861 -1.915
H 2.303 -6.327 -0.784
H 1.720 -2.473 3.446
H 0.043 -1.889 3.899
H 2.317 -0.578 4.659
H 0.895 0.482 4.174
H 3.463 1.018 3.211
H 3.110 -0.319 1.952
H 2.251 2.357 2.031
H 1.937 1.183 0.884
C -0.420 5.793 -0.178
C -0.715 5.055 -1.465
C -1.313 5.922 -2.534
O -2.040 4.977 -3.312
C -2.390 3.969 -2.467
O -3.175 3.102 -2.733
O -1.733 4.075 -1.277
H -1.325 6.251 0.230
H -0.050 5.100 0.582
H 0.330 6.572 -0.335
H 0.186 4.541 -1.820
H -0.556 6.424 -3.137
H -2.017 6.666 -2.148
C 0.630 6.012 8.937
C 1.631 5.045 8.345
C 3.024 5.595 8.264
O 3.577 4.849 7.184
C 2.535 4.514 6.373
O 2.654 4.055 5.271
O 1.340 4.774 6.976
H 0.590 6.940 8.361
H -0.376 5.584 8.910
H 0.880 6.251 9.973
H 1.603 4.094 8.890
H 3.592 5.434 9.181
H 3.059 6.657 8.002
C 2.703 -1.201 -7.244
C 2.400 -1.948 -8.525
C 1.808 -1.086 -9.601
O 1.073 -2.031 -10.370
C 0.715 -3.031 -9.514
O -0.075 -3.891 -9.771
O 1.376 -2.917 -8.325
H 1.801 -0.732 -6.839
H 3.067 -1.891 -6.479
H 3.458 -0.428 -7.408
H 3.297 -2.472 -8.875
H 2.569 -0.595 -10.210
H 1.111 -0.332 -9.221


(5)
15
Properties=species:S:1:pos:R:3 method="wB97M-V/def2-TZVPD" gap_ev=11.18 lumo_ev=-4.576 e_above_lowest_kcal_mol=0.00 total_charge=+1 homo_energy_ev=-15.8 energy_ha=-822.2780 spin_multiplicity=1
C 2.282 -0.342 0.358
C -1.681 1.717 -1.365
O -0.979 -2.302 1.095
O 1.261 -1.139 0.999
O -0.506 0.998 -1.001
O -0.873 -0.364 -0.550
F -0.665 -0.074 1.986
P -0.269 -0.965 0.785
H 2.040 -0.405 -0.774
H 3.208 -0.883 0.532
H 2.463 0.760 0.822
H -2.112 2.330 -0.563
H -2.488 1.251 -1.824
H -1.273 2.407 -1.986
H -0.409 -2.989 1.486


(6)
23
Properties=species:S:1:pos:R:3 method="wB97M-V/def2-TZVPD" gap_ev="9.03 / 6.36" lumo_ev="-9.772 / -11.148" e_above_lowest_kcal_mol=202.64 total_charge=+2 homo_energy_ev="-18.8 / -17.5" energy_ha=-417.0086 spin_multiplicity=1
C -0.055 0.238 1.579
C -3.657 0.178 1.518
C 2.904 -0.994 -0.423
C 0.290 1.371 -0.840
C 0.205 -1.010 -1.301
N -1.243 0.454 1.632
N -2.392 0.650 1.441
N 2.185 0.096 -0.837
N 0.900 0.068 -0.750
H 0.857 0.435 2.087
H -4.187 0.705 0.857
H -3.741 -0.951 1.497
H -4.012 0.459 2.449
H 3.691 -1.360 -1.227
H 3.455 -0.787 0.469
H 2.222 -1.878 -0.351
H 0.059 1.638 -1.891
H -0.706 1.257 -0.407
H 0.738 2.271 -0.492
H -0.754 -0.626 -1.635
H 0.739 -1.421 -2.207
H -0.024 -1.776 -0.597
H 2.526 0.983 -0.571


(7)
13
Properties=species:S:1:pos:R:3 method="wB97M-V/def2-TZVPD" gap_ev=8.70 lumo_ev=-0.907 e_above_lowest_kcal_mol=30.49 total_charge=0 homo_energy_ev=-9.6 energy_ha=-771.9252 spin_multiplicity=1 smiles="C=Cc1nnc(S)nn1"
C -0.312 1.323 2.455
C -0.207 1.530 1.153
C -0.049 0.423 0.185
N 1.094 0.400 -0.505
N 1.262 -0.566 -1.367
C 0.271 -1.447 -1.503
S 0.489 -2.762 -2.681
N -0.858 -1.442 -0.799
N -1.023 -0.478 0.071
H -0.302 2.157 3.142
H -0.412 0.331 2.875
H -0.209 2.528 0.735
H 0.255 -1.998 -3.759


(8)
33
Properties=species:S:1:pos:R:3 method="wB97M-V/def2-TZVPD" gap_ev=9.37 lumo_ev=0.658 e_above_lowest_kcal_mol=0.00 total_charge=0 homo_energy_ev=-8.7 energy_ha=-891.7036 spin_multiplicity=1 smiles=CCCB(CCC)Sc1ccccc1
C 0.993 -3.144 0.382
C 0.462 -2.186 1.445
C -0.081 -0.857 0.911
B 0.897 0.165 0.135
C 2.324 0.492 0.736
C 2.519 1.579 1.736
C 1.941 2.896 1.261
S 0.645 0.696 -1.580
C -1.070 0.539 -1.747
C -1.927 1.021 -0.766
C -3.285 0.763 -0.815
C -3.778 0.116 -1.926
C -2.953 -0.305 -2.952
C -1.593 -0.125 -2.847
H 1.374 -4.116 0.724
H 0.212 -3.364 -0.362
H 1.817 -2.658 -0.141
H -0.368 -2.646 2.001
H 1.234 -1.967 2.207
H -0.877 -0.993 0.218
H -0.468 -0.259 1.740
H 2.943 0.704 -0.142
H 2.693 -0.489 1.111
H 2.124 1.320 2.719
H 3.579 1.770 1.959
H 2.337 3.179 0.283
H 0.866 2.823 1.141
H 2.044 3.715 1.979
H -1.511 1.589 0.052
H -3.945 1.168 -0.065
H -4.819 -0.156 -1.967
H -3.392 -0.832 -3.783
H -0.935 -0.439 -3.645